[1]
A structure of composition C24H45ClInO4P2 in a non-equilibrium geometry. Source: OMol25; level of theory: ωB97M-V/def2-TZVPD.

Positions of all 77 atoms, in Å:
In: -0.338155 0.165009 0.024694
C: 1.248621 -2.108682 1.415410
C: 1.739720 -2.375183 0.169022
C: 2.954533 -0.546877 0.894379
C: 1.858933 -0.803535 1.942679
C: 2.791952 -1.415466 -0.146640
C: 0.209263 -2.849393 2.157811
H: -0.612449 -3.199251 1.509463
H: -0.226523 -2.229073 2.957111
H: 0.642859 -3.746300 2.634897
C: 2.434559 -0.958813 3.348241
H: 1.657886 -1.223528 4.070253
H: 2.924697 -0.036243 3.668432
H: 3.179409 -1.766899 3.342768
C: 3.930031 0.551662 0.984356
H: 4.954009 0.150023 0.897976
H: 3.834476 1.099123 1.930754
H: 3.795969 1.270900 0.159421
C: 3.550923 -1.398110 -1.426695
H: 4.314892 -2.193898 -1.433298
H: 4.065490 -0.436198 -1.572056
H: 2.878896 -1.563022 -2.284166
C: 1.235835 -3.459863 -0.712509
H: 1.623289 -4.436149 -0.387963
H: 1.534413 -3.306647 -1.752162
H: 0.138856 -3.509846 -0.679117
C: -2.666449 -0.314218 -1.501276
C: -2.305391 -1.575234 -1.162273
C: -2.385068 -2.717470 -2.125343
C: -1.290527 -2.800271 -3.232501
C: -0.309280 -1.663421 -3.289459
C: -0.682845 -0.425996 -3.640954
C: -2.094995 -0.099230 -4.037146
C: -3.124886 0.048136 -2.887368
H: -3.365854 -2.712837 -2.625315
H: -1.813518 -2.907973 -4.200288
H: -2.336076 -3.653837 -1.547614
H: -4.004833 -0.564117 -3.145496
H: -2.847925 0.480573 -0.758256
H: -2.099290 -1.882715 -0.126222
H: -3.471030 1.094324 -2.877811
H: -2.076582 0.851331 -4.594947
H: 0.043927 0.364886 -3.832096
H: -2.478487 -0.855545 -4.741827
H: -0.730973 -3.739102 -3.088677
H: 0.741378 -1.948968 -3.210649
P: -2.128340 0.825595 2.322237
C: -1.382023 0.653104 3.978429
H: -2.150428 0.626235 4.764927
H: -0.685006 1.494273 4.177295
H: -0.793993 -0.272948 4.010285
C: -3.032974 2.405919 2.468747
H: -3.750988 2.389173 3.296867
H: -3.567410 2.609971 1.533628
H: -2.310064 3.214684 2.633827
C: -3.442581 -0.448481 2.376761
H: -3.979224 -0.464838 1.422051
H: -4.151406 -0.256111 3.190220
H: -2.988888 -1.436635 2.521596
P: 0.503350 2.552277 -1.081537
C: 1.751738 2.023949 -2.314321
H: 1.771115 2.693140 -3.184377
H: 1.518259 1.007507 -2.653103
H: 2.745578 2.000507 -1.849077
C: -0.800723 3.400895 -2.045166
H: -1.129952 2.782941 -2.889521
H: -0.444585 4.369860 -2.418988
H: -1.664765 3.577751 -1.392663
C: 1.353448 3.916948 -0.218329
H: 1.523953 4.770901 -0.889387
H: 2.317819 3.567244 0.170783
H: 0.762088 4.253504 0.640305
O: 0.405857 2.898196 4.387803
Cl: 1.430977 3.064094 3.274239
O: 1.682983 4.535327 3.130276
O: 2.708465 2.391004 3.700770
O: 0.904032 0.201956 1.847879

Forces on the atoms, in the same order (eV/Å):
In 1.10 0.98 2.85
C -0.38 0.65 -0.67
C -0.95 0.33 0.64
C -0.84 -1.05 -0.98
C 0.95 -0.90 -0.76
C 0.70 1.15 0.82
C -0.43 -0.38 0.47
H 0.26 -0.01 0.16
H 0.15 -0.20 -0.25
H -0.22 0.26 -0.09
C 0.11 -0.08 0.12
H 0.03 0.13 -0.05
H -0.23 -0.02 -0.03
H -0.15 0.14 -0.04
C 0.48 0.51 0.14
H -0.28 0.25 0.06
H 0.03 -0.03 -0.24
H 0.12 -0.10 0.20
C 0.30 -0.10 -0.23
H -0.22 0.25 -0.18
H -0.14 -0.34 0.04
H 0.27 0.02 0.13
C 0.04 -0.42 -0.23
H -0.10 0.16 -0.14
H 0.03 -0.13 0.14
H 0.20 -0.11 0.02
C -0.38 -0.02 0.23
C -0.32 0.21 0.34
C 0.16 -0.62 0.06
C 0.24 -0.54 -0.14
C 0.04 0.13 -0.59
C 0.19 -0.25 -0.37
C 0.03 0.27 -0.43
C -0.30 0.54 0.05
H 0.18 0.17 0.29
H 0.33 0.15 0.29
H -0.14 0.36 -0.18
H 0.20 0.17 0.25
H 0.26 -0.54 0.01
H -0.18 0.44 -0.10
H 0.02 -0.43 0.10
H -0.07 -0.40 0.14
H -0.01 -0.34 0.20
H 0.29 0.18 0.22
H -0.23 0.38 -0.08
H -0.20 0.42 0.19
P 0.00 -0.40 0.64
C 0.51 -0.23 -0.20
H -0.05 0.01 -0.42
H -0.24 -0.28 -0.17
H -0.17 0.20 0.00
C 0.15 0.22 -0.65
H 0.22 -0.16 -0.11
H -0.03 0.04 0.19
H -0.11 -0.19 0.06
C -0.07 -0.07 -0.47
H -0.10 -0.04 0.17
H 0.19 0.01 -0.13
H -0.04 0.20 0.04
P 0.45 0.14 -0.78
C -0.02 -0.33 -0.10
H 0.00 -0.06 0.27
H 0.18 0.27 0.01
H -0.27 0.05 -0.06
C -0.33 -0.23 0.12
H 0.09 0.08 0.16
H 0.03 -0.30 0.10
H 0.14 0.04 -0.14
C -0.14 -0.28 0.76
H -0.17 -0.41 -0.08
H -0.26 0.03 0.00
H 0.19 0.02 -0.03
O 1.10 0.29 -0.98
Cl 0.38 0.51 1.11
O -0.18 -1.18 -0.11
O -1.19 0.57 -0.39
O -1.23 0.26 -1.19

Its energy above the lowest of the compared OMol25 structures with the same formula, charge and spin is 0.00 kJ/mol. Its net charge is +1. Its energy is -70066.34288 eV.

[2]
A cluster of 8 separate species, C9H34O9 in total in a non-equilibrium geometry. Source: OMol25; level of theory: ωB97M-V/def2-TZVPD.

Positions of all 52 atoms, in Å:
O: -4.058354 0.566593 -2.653053
C: -3.507880 1.745924 -3.277329
C: -1.965953 1.791670 -3.220236
O: -1.561153 2.530158 -1.988639
H: -4.890070 0.835380 -2.256056
H: -3.742631 1.493510 -4.311384
H: -3.927246 2.740231 -3.123806
H: -1.667170 2.352257 -4.105997
H: -1.450737 0.837744 -3.107715
H: -1.751539 1.912599 -1.278740
C: 2.931135 1.377742 3.441865
O: 2.293224 2.321636 4.351970
H: 3.377181 1.730447 2.511958
H: 3.694373 0.885196 4.044325
H: 2.129276 0.799303 2.983028
H: 2.127233 3.102882 3.819334
C: 1.764925 4.482046 1.050936
O: 1.446322 4.790030 2.369886
H: 2.831190 4.561142 0.838984
H: 1.497472 3.472623 0.738448
H: 1.232628 5.144662 0.368516
H: 1.807003 5.660911 2.551758
C: 1.792479 -3.868935 0.452650
O: 0.665579 -4.782539 0.413276
H: 1.780443 -3.228506 1.334594
H: 2.741363 -4.400374 0.525280
H: 1.823267 -3.119808 -0.338526
H: -0.015363 -4.420312 0.984865
C: -2.653641 -2.058119 -0.726582
O: -3.081232 -2.007098 -2.095789
H: -1.585438 -1.853956 -0.799728
H: -3.173442 -1.249039 -0.213449
H: -2.716771 -3.050764 -0.280746
H: -3.622779 -1.273845 -2.396899
C: 1.496383 0.275764 -3.639020
O: 1.948586 -0.416387 -2.468142
H: 1.218731 1.226652 -3.184238
H: 2.348889 0.432854 -4.299824
H: 0.671686 -0.111841 -4.237119
H: 1.261495 -1.056495 -2.268708
C: -0.220868 -3.908509 3.471325
O: -0.651445 -2.997190 2.507701
H: -0.829297 -3.874365 4.375072
H: -0.382255 -4.949667 3.191970
H: 0.815969 -3.784165 3.783752
H: -1.503723 -2.594118 2.688679
C: 0.493318 0.590856 0.350293
O: 1.156167 -0.535573 0.921237
H: 1.098883 1.300068 -0.213973
H: -0.286263 0.331232 -0.365919
H: 0.168569 1.217485 1.180948
H: 0.631480 -0.967994 1.598968

Forces on the atoms, in the same order (eV/Å):
O -0.16 1.26 1.21
C 1.23 -1.82 -2.40
C -0.85 1.12 2.35
O -0.18 -0.34 -1.48
H -0.16 -0.22 0.17
H 0.15 0.61 -0.55
H -0.21 -0.30 0.94
H 0.47 0.03 0.31
H -0.47 -0.26 -0.74
H 0.02 0.01 0.22
C -0.97 0.30 0.37
O 0.88 -0.15 -1.14
H 0.49 1.08 0.35
H -0.33 -0.56 -0.38
H 0.18 -1.00 0.65
H -0.31 0.43 0.08
C 0.29 0.10 -1.56
O -0.10 -0.38 0.93
H 0.20 0.14 0.08
H -0.28 -0.10 0.67
H 0.00 0.12 -0.19
H -0.05 0.02 0.14
C -0.38 0.19 0.74
O 1.11 0.58 -0.21
H -0.28 -0.17 0.36
H -0.21 -0.32 -0.39
H -0.19 -0.45 -0.53
H -0.06 0.26 -0.04
C 0.28 1.27 -1.70
O 0.17 -1.73 -0.31
H 0.21 0.24 0.63
H 0.15 -0.33 0.70
H -0.69 0.06 -0.12
H 0.11 0.42 0.83
C 0.75 1.31 0.88
O -0.51 -1.02 -0.74
H -0.37 0.53 -0.88
H -0.02 -0.04 -0.01
H -0.02 -0.54 0.41
H 0.16 -0.25 0.36
C -0.73 -1.08 1.64
O 0.38 0.68 -1.10
H 0.02 0.51 0.25
H 0.30 -0.07 -0.67
H 0.01 0.31 -0.41
H 0.04 -0.32 0.33
C -0.14 0.37 0.91
O 0.73 0.34 -1.10
H 0.99 -0.77 -0.02
H -0.42 -0.27 0.31
H -0.84 0.05 -0.07
H -0.41 0.15 -0.06

Its energy above the lowest of the compared OMol25 structures with the same formula, charge and spin is 193.94 kJ/mol. Its energy is -28306.47352 eV. Its SMILES is OCCO.CO.CO.CO.CO.CO.CO.CO.

Number 1: HOMO-LUMO gap 4.3 eV. Number 2: HOMO-LUMO gap 10.1 eV.